ORCA calculation (the ωB97M-V functional and the def2-TZVPD basis) on a structure of composition C3H2CuO4 in a non-equilibrium geometry.

DFT total energy: -2056.09474 Ha
M: 165.6 g mol⁻¹
total charge: +2
orbital gap (alpha / beta): 7.44 / 4.31 eV
multiplicity: 2
⟨S²⟩: 0.75
energy above the lowest of the compared OMol25 structures with the same formula, charge and spin: 151.44 kJ/mol
largest force on an atom: 9.2 eV Å⁻¹
HOMO level (alpha / beta): -19.6 / -19.6 eV

Element x y z (Å)
1 O -0.1297 3.8887 -1.4915
2 C -0.1760 2.7547 -1.6465
3 Cu -0.0356 -1.5068 0.2898
4 C 1.3167 -1.1139 -0.8981
5 C -1.4864 -1.0465 -0.7599
6 O 2.2748 -1.3313 -1.5162
7 O -2.4553 -1.2658 -1.3708
8 O -0.0710 -0.1588 2.2015
9 H 0.5952 0.5660 2.2562
10 H 0.1674 -0.7863 2.9354

Cartesian forces, eV/Å:
O -0.1423 -3.1663 -0.5167
C 0.1460 3.0391 0.5757
Cu -0.0783 1.1745 3.4927
C 7.1714 -1.6858 -4.5794
C -7.6451 -1.7431 -4.7258
O -5.1739 1.6670 3.1189
O 5.5768 1.8064 3.4263
O 1.0497 -1.7683 -0.5172
H -0.5099 -0.3214 0.0257
H -0.3945 0.9977 -0.3000